Computed, not measured: a single C3H6FNO molecule at a distorted geometry, with the ωB97M-V functional and the def2-TZVPD basis.

Geometry as XYZ:
```
12
Properties=species:S:1:pos:R:3:forces:R:3
C 0.7764 2.1165 -0.0758 0.4145 -1.2138 1.5126
C -0.5288 -0.6307 -0.1679 0.0169 -2.2470 -0.2920
C -0.5840 -2.0998 0.1936 2.2471 0.4392 2.0555
H 1.4618 1.4413 -0.5443 0.3007 -0.5423 -0.7240
H 0.5872 2.9381 -0.6841 -0.5728 1.3191 -1.1452
H 1.3148 2.4622 0.7991 -0.1886 0.1124 0.6167
H -0.7003 -0.3380 -1.1779 -0.3963 0.2598 -0.7867
H -1.5852 -2.3559 0.4883 -0.4480 -0.2510 0.2741
H 0.1940 -2.2846 1.0639 -1.8237 0.3625 -1.4632
N -0.2720 0.1912 0.7271 0.4647 0.6547 1.0587
O -0.4569 1.4744 0.2146 -0.0499 1.1855 -0.4056
F -0.2071 -2.9148 -0.8366 0.0354 -0.0790 -0.7010
```
Forces are in eV/Å.

Output
Kohn-Sham gap ... 0.4009 hartree
LUMO energy ... 1.1 eV
HOMO level ... -9.8 eV
Structure (SMILES) ... CO/N=C/CF

=====

Computed, not measured: a single C3H6FNO molecule at a distorted geometry, with the ωB97M-V functional and the def2-TZVPD basis.

Geometry as XYZ:
```
12
Properties=species:S:1:pos:R:3:forces:R:3
C 1.0937 0.3142 2.0261 0.7424 1.2021 2.1136
C -0.6194 0.1831 -0.7186 0.8840 -1.8817 0.8281
C -0.8957 -0.5735 -1.9960 -0.6237 -0.8185 1.2314
H 1.0970 0.7824 3.0658 -0.4789 -0.6320 -1.2552
H 1.4097 -0.7415 2.1359 -0.0899 0.6273 -0.3761
H 1.7936 0.9550 1.4524 -0.0888 -0.7692 0.0899
H -0.9420 1.1600 -0.6248 -0.9731 2.0619 0.0998
H -1.8667 -0.1550 -2.3814 0.6902 -0.9324 0.2727
H -0.8872 -1.7035 -1.7753 -0.2815 1.7129 -0.5096
N -0.0448 -0.3457 0.2967 -1.4503 -0.7798 -1.5544
O -0.1974 0.4171 1.4429 1.0027 0.0862 -0.1634
F 0.0593 -0.2925 -2.9237 0.6669 0.1232 -0.7768
```
Forces are in eV/Å.

Output
Kohn-Sham gap ... 0.3935 hartree
LUMO energy ... 0.9 eV
HOMO level ... -9.8 eV
Structure (SMILES) ... CO/N=C/CF

=====

Computed, not measured: a single C3H6FNO molecule at a distorted geometry, with the ωB97M-V functional and the def2-TZVPD basis.

Geometry as XYZ:
```
12
Properties=species:S:1:pos:R:3:forces:R:3
C -1.2761 0.8612 0.0741 0.0040 -1.2336 -0.9603
C 0.9031 -1.0199 -0.3425 -3.2101 1.5492 -0.5440
C 0.6289 -0.1636 0.8602 1.8629 -1.2452 3.2094
N -0.7868 1.0644 -1.0789 -1.5283 -0.0886 -0.5021
O -0.6830 0.1876 1.1087 -0.3671 1.7279 -1.2751
F 1.4481 0.9337 0.8307 0.0791 1.0106 -0.4204
H -2.2940 0.9845 0.3147 -1.2779 0.3911 0.4644
H 1.6748 -1.6522 -0.1364 1.9590 -1.9486 0.3961
H -0.0636 -1.5120 -0.6069 1.0131 -0.1376 0.1500
H 1.1217 -0.3449 -1.1554 0.2684 -0.0665 -0.2456
H 0.9253 -0.5838 1.8925 -0.4335 -0.2913 -1.7566
H -1.5983 1.2450 -1.7607 1.6304 0.3326 1.4843
```
Forces are in eV/Å.

Output
Kohn-Sham gap ... 0.4126 hartree
LUMO energy ... 0.9 eV
HOMO level ... -10.3 eV
Structure (SMILES) ... [H]/N=C/O[C@@H](C)F

=====

Computed, not measured: a single C3H6FNO molecule at a distorted geometry, with the ωB97M-V functional and the def2-TZVPD basis.

Geometry as XYZ:
```
12
Properties=species:S:1:pos:R:3:forces:R:3
C -1.9956 0.1529 0.3268 -1.2589 1.0620 4.1263
C 1.5625 0.3444 -0.4326 0.9565 -3.6871 -1.9521
C 0.3520 -0.4832 -0.2626 -2.2392 0.9096 0.4005
N -0.6860 0.2487 0.5608 4.6108 -1.1656 1.3995
O -2.4097 0.0102 -0.7561 -1.8722 -0.7825 -3.2512
F 0.7615 -1.5846 0.5099 -0.6779 0.0709 -0.6206
H -2.7148 0.3380 1.2807 1.5568 -0.3728 -1.7004
H 1.7675 0.7390 0.4870 1.3255 1.0147 2.3056
H 2.3403 -0.3830 -0.8788 -0.7598 1.3630 1.0958
H 1.4218 1.0812 -1.1321 -0.4712 1.9384 -1.6006
H -0.1690 -0.7241 -1.2036 0.4394 -0.6453 0.4753
H -0.2305 0.2606 1.5007 -1.6096 0.2947 -0.6781
```
Forces are in eV/Å.

Output
Kohn-Sham gap ... 0.4117 hartree
LUMO energy ... 1.0 eV
HOMO level ... -10.2 eV
Structure (SMILES) ... C[C@@H](F)NC=O

=====

Computed, not measured: 2 unconnected molecules or ions with the total composition C3H6FNO2 at a distorted geometry, with the ωB97M-V functional and the def2-TZVPD basis.

Geometry as XYZ:
```
13
Properties=species:S:1:pos:R:3:forces:R:3
C 0.3960 -0.7457 -1.1616 -0.5518 0.3076 -0.0244
C -1.0178 -0.3505 -0.7903 0.7268 0.3548 -1.7880
C -0.3491 1.4557 1.6318 -1.8273 1.2076 -2.9444
N 0.6619 0.6758 1.7430 0.8764 -0.3554 2.2157
O 0.3340 -0.9881 -2.4753 1.2412 0.0554 -0.1671
O 1.4472 -0.8141 -0.5244 -1.5001 0.3239 -0.6870
F -0.8718 2.0285 2.7285 1.3660 -0.9601 0.6507
H -1.3027 -0.9629 -0.0293 -0.8511 -1.6437 2.6236
H -1.6786 -0.6922 -1.6577 0.8109 1.4420 1.1234
H -0.9957 0.6757 -0.3451 -0.5176 -0.5094 -0.8420
H 1.0152 0.5103 2.6915 0.3607 -0.2660 -0.2620
H 1.2577 -0.9711 -2.7411 0.4872 -0.4621 -0.6337
H 1.1036 0.1785 0.9299 -0.6214 0.5054 0.7353
```
Forces are in eV/Å.

Output
Kohn-Sham gap ... 0.3395 hartree
LUMO energy ... 0.7 eV
HOMO level ... -8.6 eV

=====

Computed, not measured: a single C3H6FNO2 molecule at a distorted geometry, with the ωB97M-V functional and the def2-TZVPD basis.

Geometry as XYZ:
```
13
Properties=species:S:1:pos:R:3:forces:R:3
C -0.0234 -0.3770 -1.2611 -0.2370 4.3887 -0.4725
C 0.1822 -1.0367 0.1131 -1.8168 3.3645 0.2892
C -0.8409 -0.1747 0.8882 -3.5971 -0.9559 2.1523
H 1.2450 2.3943 -1.0588 -3.5132 -2.8031 2.6469
H -0.5695 -0.8606 -1.9850 -0.8375 -1.7281 -1.7740
H -0.0020 -2.0609 0.2386 -0.7690 -1.5041 -0.7664
H 1.6171 0.0652 0.8264 -0.3622 -0.6447 -0.3225
H -1.9561 -0.1220 0.5278 2.0849 -0.9205 0.3602
H -0.5816 0.8346 0.8679 0.8303 1.2836 0.0413
N -0.0100 0.9223 -1.6517 1.1749 -3.6785 3.5023
O 0.4879 1.7233 -0.4953 3.6708 2.6390 -4.3408
O 1.4085 -0.8736 0.6384 2.8832 0.8352 1.0282
F -0.9573 -0.4342 2.3514 0.4887 -0.2762 -2.3442
```
Forces are in eV/Å.

Output
Kohn-Sham gap ... 0.3943 hartree
LUMO energy ... 0.3 eV
HOMO level ... -10.5 eV
Structure (SMILES) ... O/N=C\[C@@H](O)CF

=====

Computed, not measured: a gas-phase ion, C3H6I2NO (charge +1) at a distorted geometry, with the ωB97M-V functional and the def2-TZVPD basis.

Geometry as XYZ:
```
13
Properties=species:S:1:pos:R:3:forces:R:3
C -2.9638 0.2537 0.0399 -0.4761 -0.9686 1.4204
C 1.6182 -0.1617 -1.0521 1.0891 1.0878 0.7040
C 0.4377 0.4703 1.3072 -1.0006 0.6706 0.3649
N 0.9687 -0.5105 0.3042 1.8202 0.1869 -0.5196
O -3.5033 0.2704 -0.9718 0.0891 0.5874 -1.0954
I -3.7164 -0.9721 1.6463 0.7025 0.5104 -0.1315
I -1.0835 1.6128 0.2545 0.0540 -0.0870 0.0327
H 1.9928 -1.1142 -1.4673 -0.9298 0.4816 -0.4047
H 0.8870 0.4909 -1.5829 0.6811 -1.0860 -0.1107
H 2.5703 0.4337 -0.9176 -1.2289 -0.4252 0.3549
H 1.0304 1.3530 1.6104 0.4668 -0.7770 -0.4328
H 1.6791 -1.1737 0.7557 -1.7877 0.9208 -0.2541
H 0.0829 -0.9525 0.0736 0.5202 -1.1016 0.0719
```
Forces are in eV/Å.

Output
Net charge ... +1
Kohn-Sham gap (spin up / spin down) ... 0.2514 / 0.2515 hartree
LUMO energy (spin up / spin down) ... -5.6 / -5.6 eV
HOMO level (spin up / spin down) ... -12.4 / -12.4 eV

=====

Computed, not measured: a molecular structure, C3H6IN2 at a distorted geometry, with the ωB97M-V functional and the def2-TZVPD basis.

Geometry as XYZ:
```
12
Properties=species:S:1:pos:R:3:forces:R:3
C 0.5654 -0.1048 0.5467 1.5027 -0.8992 1.1539
C -0.7181 1.4658 -0.6196 -4.8473 0.7392 -1.3691
C 1.5197 -1.0892 -0.0510 0.9352 0.8206 -4.0157
N 0.2019 0.9798 -0.0672 2.0649 -0.9932 0.2081
N -2.2720 0.3138 -0.3087 1.2172 3.3250 -1.3572
I -1.8467 -1.2835 0.7968 0.4226 1.1745 -0.1924
H 0.6187 0.0632 1.6149 0.1492 -0.2556 0.2119
H -0.9225 2.4689 -1.1479 0.2623 -1.8460 0.8709
H 1.2438 -1.5420 -1.0973 -0.2181 0.9226 1.9918
H 1.7838 -1.8987 0.5667 0.1619 -0.7253 1.0480
H 2.4842 -0.5443 -0.3974 -1.3963 -0.5772 1.0792
H -2.6583 1.1711 0.1642 -0.2542 -1.6853 0.3706
```
Forces are in eV/Å.

Output
Net charge ... +1
Kohn-Sham gap ... 0.3196 hartree
LUMO energy ... -5.3 eV
HOMO level ... -14.0 eV

=====

Computed, not measured: 2 unconnected molecules or ions with the total composition C3H6IN2O at a distorted geometry, with the ωB97M-V functional and the def2-TZVPD basis.

Geometry as XYZ:
```
13
Properties=species:S:1:pos:R:3:forces:R:3
C 0.9193 1.0019 0.3468 -0.4428 0.1133 -0.0769
C 0.7731 -1.1082 0.1387 0.0594 -0.6870 -0.2822
C -0.1994 -0.0356 0.5911 -2.0613 0.3163 -0.6828
N 1.7463 -0.0272 0.0376 0.6663 -0.1402 -0.0384
N -1.6588 0.3624 -0.8505 1.9540 -0.5603 1.4614
O 0.9892 2.1779 0.4141 0.0388 0.4973 0.0764
I -1.2845 -0.1514 2.3468 0.2110 0.0666 -0.3299
H 0.9942 -1.8707 0.8927 -0.1267 0.1738 -0.0630
H 0.5600 -1.5923 -0.8178 -0.1036 0.0565 0.1078
H 2.7570 -0.0602 0.0471 -0.0092 0.0229 -0.0830
H -1.9828 1.2965 -0.6232 -0.0537 0.0497 0.0005
H -2.3946 -0.3319 -0.7576 0.0207 0.0664 -0.0317
H -1.2189 0.3387 -1.7657 -0.1530 0.0247 -0.0581
```
Forces are in eV/Å.

Output
Net charge ... +1
Kohn-Sham gap ... 0.3254 hartree
LUMO energy ... -5.5 eV
HOMO level ... -14.4 eV

=====

Computed, not measured: a single C3H6INO molecule at a distorted geometry, with the ωB97M-V functional and the def2-TZVPD basis.

Geometry as XYZ:
```
12
Properties=species:S:1:pos:R:3:forces:R:3
C -0.7080 -0.2715 0.4842 -0.6088 0.3571 -3.2703
C 0.3297 -1.0015 -0.3810 0.0738 -0.2049 -2.7140
C -0.6608 1.2532 0.0006 -0.9051 -0.8793 1.1261
N 1.4042 -0.2385 -0.9062 0.1568 1.6001 1.7751
O 0.5613 1.7579 0.0347 0.7140 -2.0457 -0.3908
I 3.1098 -0.1293 0.2131 -0.3799 -0.2184 -0.1133
H -1.6424 -0.8818 0.3868 0.4390 1.0590 0.2573
H -0.2977 -0.3523 1.4165 0.5732 0.2571 2.8494
H 0.5421 -1.9340 0.1298 0.6539 -0.0666 0.3072
H -0.1495 -1.2529 -1.3430 -0.3673 -0.2350 0.3840
H -1.1766 1.5544 -0.9071 -0.5271 -0.6701 -0.3051
H -1.3123 1.4963 0.8716 0.1775 1.0467 0.0945
```
Forces are in eV/Å.

Output
Kohn-Sham gap (spin up / spin down) ... 0.2473 / 0.2475 hartree
LUMO energy (spin up / spin down) ... -2.1 / -2.1 eV
HOMO level (spin up / spin down) ... -8.8 / -8.8 eV

=====

Computed, not measured: 2 unconnected molecules or ions with the total composition C3H6INO2 at a distorted geometry, with the ωB97M-V functional and the def2-TZVPD basis.

Geometry as XYZ:
```
13
Properties=species:S:1:pos:R:3:forces:R:3
C -0.1430 -1.0486 1.2037 1.9934 2.2953 1.2558
C 0.7465 -1.3815 -1.0952 -1.5950 0.1411 0.0420
C -0.2895 -1.1346 -0.3067 0.6325 0.9301 0.7373
N 0.0520 2.0645 -0.9344 0.3011 0.1859 -0.2151
O -0.2346 2.7236 0.2318 0.9515 1.4236 1.1119
O 1.0722 2.4839 -1.3293 -0.1153 -0.4102 -0.4022
I -2.1263 -0.3444 -0.9184 -0.3061 -0.5308 -0.2221
H -0.3949 -0.0128 1.6108 0.3601 -0.8864 -0.9776
H 0.8436 -1.2716 1.7911 -1.2506 0.0769 -1.9589
H -0.8498 -1.5977 1.7082 -1.8478 -1.7357 0.8938
H 0.8162 -1.3870 -2.1685 -0.2034 0.0667 -0.0672
H 1.5539 -1.6098 -0.4821 1.9497 -0.5865 0.3380
H -1.0463 2.5159 0.6891 -0.8701 -0.9701 -0.5358
```
Forces are in eV/Å.

Output
Kohn-Sham gap ... 0.3498 hartree
LUMO energy ... 0.3 eV
HOMO level ... -9.2 eV
Structure (SMILES) ... C=C(C)I.O=NO

=====

Computed, not measured: a molecular structure, C3H6INO3 at a distorted geometry, with the ωB97M-V functional and the def2-TZVPD basis.

Geometry as XYZ:
```
14
Properties=species:S:1:pos:R:3:forces:R:3
C -0.1608 -0.8316 1.2538 -1.4313 -1.1092 0.3884
C -0.7932 0.1027 -1.0534 -1.8100 -1.7684 2.4445
C -0.2489 0.3300 0.3777 1.3550 1.2209 -0.7759
N 1.5717 0.8606 0.1768 -4.9812 -2.8568 2.9238
O 1.7544 1.5487 -0.7350 1.6023 1.9263 -2.4020
O 2.2444 0.4584 1.0838 1.0255 0.4469 -0.4794
O -0.1580 -1.0440 -1.5892 -0.1158 0.2351 0.5065
I -1.1700 2.0273 1.3035 0.1528 -0.1716 -0.2919
H -1.2421 -1.2253 1.4554 1.9067 0.8720 0.1939
H 0.2400 -1.5707 0.5631 0.5496 -0.5316 0.5600
H 0.4789 -0.6123 2.1441 -0.8355 -0.5920 -0.7043
H -1.9837 -0.1235 -0.9404 2.7059 0.9854 -0.4265
H -0.5200 1.0003 -1.5188 -0.2060 1.2296 -1.4356
H -0.0125 -0.9208 -2.5214 0.0822 0.1134 -0.5014
```
Forces are in eV/Å.

Output
Kohn-Sham gap ... 0.3575 hartree
LUMO energy ... 0.2 eV
HOMO level ... -9.5 eV

=====

The ΔE to the lowest compared entry with this formula, charge and spin results, record by record, are as follows: 319.7; 320.7; 144.6; 94.4; 211.2; 463.3; 307.0; 422.2; 180.7; 496.1; 433.5; 463.1 kJ/mol.